ORCA calculation (ωB97M-V/def2-TZVPD) on C23H32N4O3 in the gas phase.

Last column: Mulliken charge in e.
Atoms and positions in Å:
C (0.924, 1.818, -7.940)  -0.839
H (1.709, 2.557, -7.750)  0.337
O (1.306, 0.536, -7.507)  -0.454
C (1.574, 0.354, -6.182)  0.485
C (1.500, 1.338, -5.207)  -0.751
C (1.802, 1.011, -3.895)  -0.669
C (2.168, -0.269, -3.524)  -0.011
C (2.245, -1.261, -4.513)  0.794
C (1.948, -0.943, -5.828)  -0.352
H (1.994, -1.673, -6.618)  0.458
O (2.618, -2.509, -4.097)  -0.418
C (2.700, -3.537, -5.053)  -0.966
H (3.006, -4.426, -4.503)  0.244
H (3.447, -3.313, -5.821)  0.365
H (1.733, -3.722, -5.530)  0.373
C (2.489, -0.583, -2.087)  -1.094
N (1.602, 0.128, -1.182)  0.404
C (2.060, 0.087, 0.190)  -0.799
C (1.204, 1.010, 1.053)  -0.811
H (1.557, 0.990, 2.086)  0.368
H (1.278, 2.031, 0.678)  0.309
C (-0.265, 0.586, 0.982)  -0.062
N (-1.091, 1.507, 1.726)  1.250
C (-1.773, 1.328, 2.887)  0.535
C (-2.381, 2.530, 3.191)  -0.825
C (-1.997, 3.381, 2.149)  -0.488
N (-1.225, 2.763, 1.281)  -1.294
H (-2.255, 4.411, 2.004)  0.452
H (-3.001, 2.739, 4.036)  0.506
N (-1.785, 0.114, 3.558)  0.094
C (-2.479, -0.154, 4.707)  0.190
O (-3.185, 0.651, 5.263)  -0.658
C (-2.228, -1.577, 5.201)  0.218
H (-2.325, -2.253, 4.347)  0.501
C (-0.814, -1.679, 5.818)  -0.751
H (-0.150, -0.887, 5.470)  0.357
C (-1.053, -1.610, 7.324)  -0.665
C (-2.333, -2.419, 7.499)  -0.572
H (-2.811, -2.248, 8.462)  0.351
C (-3.203, -1.953, 6.331)  -1.019
H (-3.916, -2.714, 6.017)  0.347
H (-3.758, -1.057, 6.613)  0.293
H (-2.112, -3.485, 7.408)  0.292
H (-0.215, -2.006, 7.897)  0.365
H (-1.227, -0.576, 7.623)  0.289
H (-0.367, -2.641, 5.560)  0.358
H (-1.218, -0.625, 3.167)  0.193
C (-0.695, 0.552, -0.484)  -1.019
C (0.238, -0.355, -1.277)  -0.574
H (0.155, -1.395, -0.903)  0.326
H (-0.052, -0.352, -2.330)  0.489
H (-0.645, 1.567, -0.876)  0.337
H (-1.724, 0.196, -0.567)  0.372
H (-0.378, -0.417, 1.413)  -0.207
H (2.026, -0.941, 0.602)  0.399
H (3.099, 0.426, 0.220)  0.421
H (3.513, -0.257, -1.874)  0.381
H (2.447, -1.674, -1.935)  0.423
H (1.741, 1.764, -3.125)  0.445
H (1.216, 2.349, -5.448)  0.384
H (-0.005, 2.144, -7.461)  0.335
H (0.763, 1.732, -9.014)  0.256

The molar mass is 412.53 Da. The frontier orbital gap comes out at 0.31830 Eh. For the energy above the lowest of the compared OMol25 structures with the same formula, charge and spin, the calculation gives 296.1 kJ/mol. Its structure (SMILES) is COc1ccc(CN2CCC(n3nccc3NC(=O)C3CCCC3)CC2)c(OC)c1. Its energy is -36473.072 eV. The charge is 0. The value obtained for the HOMO energy is -0.30010 hartree.

***

ORCA calculation (ωB97M-V/def2-TZVPD) on C23H32N4O4S in the gas phase.

Last column: Mulliken charge in e.
Atoms and positions in Å:
C (-2.370, -3.834, 5.879)  -1.309
C (-1.147, -3.828, 4.970)  -0.360
C (-1.186, -2.660, 3.989)  -0.081
C (0.044, -2.659, 3.083)  -2.001
N (0.004, -1.566, 2.128)  0.133
C (-0.647, -1.684, 0.938)  0.442
N (-0.738, -0.754, 0.051)  -0.469
C (-0.160, 0.460, 0.309)  -0.316
C (-0.237, 1.488, -0.634)  -0.875
C (0.342, 2.707, -0.381)  -0.497
C (1.037, 2.965, 0.819)  0.994
C (1.113, 1.934, 1.754)  -0.497
C (0.523, 0.701, 1.511)  -0.256
C (0.620, -0.365, 2.503)  0.632
O (1.180, -0.271, 3.575)  -0.698
H (1.648, 2.047, 2.684)  0.598
N (1.672, 4.167, 1.050)  0.221
C (1.840, 5.156, 0.008)  -0.719
H (1.950, 4.665, -0.959)  0.444
C (3.123, 5.949, 0.288)  -0.777
H (3.233, 6.762, -0.432)  0.365
O (3.108, 6.547, 1.561)  -0.383
C (2.957, 5.569, 2.563)  -0.689
C (1.660, 4.783, 2.362)  -0.528
H (1.557, 4.031, 3.140)  0.366
H (0.812, 5.483, 2.434)  0.270
H (2.942, 6.103, 3.514)  0.366
H (3.812, 4.877, 2.544)  0.346
H (3.986, 5.270, 0.206)  0.366
H (0.985, 5.849, -0.028)  0.336
H (0.237, 3.485, -1.120)  0.438
H (-0.773, 1.314, -1.554)  0.533
S (-1.411, -3.233, 0.594)  -0.163
C (-2.398, -2.852, -0.886)  -0.769
H (-3.237, -3.547, -0.853)  0.419
C (-1.639, -3.051, -2.196)  0.774
O (-1.934, -3.927, -2.982)  -0.666
N (-0.651, -2.160, -2.371)  0.332
H (-0.533, -1.440, -1.658)  0.032
C (0.162, -2.114, -3.558)  -1.051
H (-0.030, -3.028, -4.124)  0.416
H (1.221, -2.078, -3.283)  0.287
C (-0.162, -0.878, -4.424)  0.515
C (-1.546, -0.981, -5.069)  -0.594
H (-2.267, -1.472, -4.420)  0.255
H (-1.911, 0.015, -5.324)  0.384
C (-1.248, -1.789, -6.333)  -0.663
H (-1.895, -1.512, -7.162)  0.389
C (0.226, -1.461, -6.625)  -0.550
H (0.816, -2.369, -6.799)  0.276
O (0.744, -0.764, -5.500)  -0.518
H (0.341, -0.804, -7.492)  0.333
H (-1.376, -2.853, -6.138)  0.278
H (-0.042, 0.022, -3.810)  0.215
H (-2.740, -1.823, -0.784)  0.320
H (0.944, -2.515, 3.686)  0.528
H (0.120, -3.602, 2.535)  0.524
H (-1.217, -1.718, 4.540)  0.305
H (-2.088, -2.729, 3.376)  0.339
H (-1.105, -4.765, 4.410)  0.306
H (-0.243, -3.758, 5.577)  0.305
H (-3.281, -3.921, 5.291)  0.324
H (-2.421, -2.913, 6.456)  0.332
H (-2.327, -4.671, 6.571)  0.396

The molar mass is 460.60 Da. The frontier orbital gap comes out at 0.29625 Eh. For the energy above the lowest of the compared OMol25 structures with the same formula, charge and spin, the calculation gives 207.2 kJ/mol. Its structure (SMILES) is CCCCn1c(SCC(=O)NC[C@@H]2CCCO2)nc2ccc(N3CCOCC3)cc2c1=O. Its energy is -49357.289 eV. The charge is 0. The value obtained for the HOMO energy is -0.28348 hartree.

***

ORCA calculation (ωB97M-V/def2-TZVPD) on 7 unconnected molecules or ions with the total composition C23H32N6O6S in a non-equilibrium geometry.

Last column: Mulliken charge in e.
Atoms and positions in Å:
C (23.556, 17.506, 7.125)  -0.710
N (22.108, 17.181, 6.953)  0.935
O (21.618, 17.468, 5.889)  -0.526
O (21.549, 16.763, 7.922)  -0.574
H (24.056, 16.628, 6.716)  0.278
H (23.709, 17.759, 8.174)  0.263
H (23.805, 18.322, 6.448)  0.319
C (27.301, 12.893, 12.179)  0.062
C (28.033, 13.211, 10.911)  -0.073
O (27.546, 12.180, 10.004)  -0.375
S (27.297, 10.697, 10.735)  1.123
O (28.520, 9.914, 10.746)  -0.574
O (26.038, 10.067, 10.354)  -0.445
O (27.096, 11.465, 12.164)  -0.391
H (26.297, 13.313, 12.228)  -0.012
H (27.866, 13.146, 13.076)  0.327
H (29.118, 13.185, 11.014)  0.291
H (27.720, 14.170, 10.498)  0.107
N (22.452, 13.993, 8.802)  0.353
C (23.172, 13.888, 10.039)  -1.343
C (23.929, 12.736, 9.971)  0.110
C (23.603, 12.064, 8.829)  -0.864
C (22.759, 12.814, 8.053)  -0.641
H (21.823, 14.749, 8.572)  0.094
H (22.994, 14.593, 10.837)  0.673
H (24.541, 12.426, 10.805)  0.559
H (24.144, 11.194, 8.486)  0.686
H (22.359, 12.578, 7.078)  0.299
N (17.971, 13.332, 7.421)  0.015
C (17.422, 12.736, 6.344)  -0.474
C (18.421, 12.352, 5.385)  -0.871
C (19.633, 12.769, 6.036)  -0.041
C (19.309, 13.371, 7.195)  -0.266
H (17.515, 13.787, 8.199)  0.213
H (16.345, 12.775, 6.412)  0.380
H (18.370, 11.874, 4.418)  0.391
H (20.643, 12.708, 5.657)  0.393
H (19.911, 13.948, 7.881)  0.269
N (21.891, 16.183, 13.767)  0.013
C (22.973, 15.989, 14.659)  -0.993
C (23.365, 14.671, 14.505)  -0.313
C (22.490, 13.996, 13.581)  -0.116
C (21.575, 14.945, 13.169)  -0.640
H (21.284, 16.990, 13.786)  0.220
H (23.389, 16.827, 15.198)  0.424
H (24.143, 14.150, 15.043)  0.383
H (22.408, 12.944, 13.353)  0.512
H (20.744, 14.836, 12.487)  0.446
N (25.088, 16.388, 12.525)  0.080
C (26.130, 16.927, 13.331)  -0.428
C (27.167, 17.216, 12.496)  -0.704
C (26.811, 16.898, 11.198)  -0.654
C (25.547, 16.392, 11.210)  -0.344
H (24.175, 16.159, 12.891)  0.553
H (25.963, 17.226, 14.355)  0.353
H (28.096, 17.669, 12.807)  0.435
H (27.402, 16.924, 10.294)  0.507
H (24.922, 15.886, 10.490)  0.284
N (22.856, 8.571, 6.440)  0.049
C (22.255, 8.554, 7.667)  -0.441
C (21.426, 7.460, 7.646)  -0.432
C (21.405, 6.865, 6.400)  -0.451
C (22.285, 7.652, 5.629)  -0.414
H (23.550, 9.249, 6.160)  0.201
H (22.513, 9.206, 8.489)  0.373
H (20.778, 7.107, 8.435)  0.371
H (20.768, 6.093, 5.994)  0.379
H (22.583, 7.459, 4.609)  0.389

The molar mass is 520.61 Da. The frontier orbital gap comes out at 0.28469 Eh. For the energy above the lowest of the compared OMol25 structures with the same formula, charge and spin, the calculation gives 213.3 kJ/mol. Its structure (SMILES) is C[N+](=O)[O-].O=S1(=O)OCCO1.c1cc[nH]c1.c1cc[nH]c1.c1cc[nH]c1.c1cc[nH]c1.c1cc[nH]c1. Its energy is -56424.045 eV. The charge is 0. The value obtained for the HOMO energy is -0.28443 hartree.